(1)
Entry from OMol25: 2 unconnected molecules or ions with the total composition C6H10O at a distorted geometry (ωB97M-V with the def2-TZVPD basis set).

Output
- M: 98.14 g/mol
- LUMO energy: 0.95 eV
- Net charge: 0
- Structure (SMILES): O=CCC1C=C1.C

Each line ends with the natural charge from an NBO analysis.
CARTESIAN COORDINATES (ANGSTROEM)
O (-2.60371, 0.36903, 2.13398)  -0.52
C (-1.49374, 0.82876, 2.05076)  0.45
C (-0.57909, 0.67413, 0.86874)  -0.52
C (-1.11147, -0.19528, -0.21288)  -0.25
C (-0.30290, -0.93354, -1.15586)  -0.14
C (-0.89612, -1.61852, -0.19007)  -0.21
H (-1.07260, 1.42837, 2.88641)  0.10
H (-0.34564, 1.67441, 0.48840)  0.23
H (0.36375, 0.27933, 1.24686)  0.23
H (-2.02704, 0.18164, -0.64470)  0.18
H (0.00331, -1.03571, -2.15691)  0.22
H (-1.39138, -2.54193, -0.06631)  0.22
C (2.27527, 0.25825, -1.15685)  -0.85
H (2.85862, 0.04663, -2.03353)  0.22
H (2.83952, 0.53050, -0.29084)  0.21
H (1.60544, 1.05905, -1.36424)  0.21
H (1.76770, -0.78284, -0.66099)  0.23

(2)
Entry from OMol25: 2 unconnected molecules or ions with the total composition C6H10O at a distorted geometry (ωB97M-V with the def2-TZVPD basis set).

Output
- M: 98.14 g/mol
- LUMO energy: 0.90 eV
- Net charge: 0
- Structure (SMILES): CC1CC1.C=C=O

Each line ends with the natural charge from an NBO analysis.
CARTESIAN COORDINATES (ANGSTROEM)
C (0.83913, 0.71317, 1.65539)  -0.60
C (1.46898, 0.63651, 0.28351)  -0.23
C (1.81933, -0.69538, -0.31720)  -0.42
C (0.67653, 0.10350, -0.87499)  -0.44
H (1.59592, 0.67721, 2.44755)  0.21
H (0.15178, -0.12724, 1.81410)  0.20
H (0.26707, 1.64086, 1.78000)  0.21
H (2.15362, 1.45044, 0.05137)  0.21
H (2.72655, -0.78096, -0.90751)  0.21
H (1.56881, -1.58748, 0.25267)  0.21
H (0.77981, 0.57050, -1.85049)  0.21
H (-0.31788, -0.26801, -0.65630)  0.22
C (-2.71451, -0.31654, -0.21031)  -0.81
C (-2.76642, -0.49750, -1.51047)  0.73
O (-2.80855, -0.66045, -2.66442)  -0.45
H (-2.25616, 0.58143, 0.18526)  0.27
H (-3.07823, -1.09267, 0.44812)  0.27

(3)
Entry from OMol25: 2 unconnected molecules or ions with the total composition C6H10O at a distorted geometry (ωB97M-V with the def2-TZVPD basis set).

Output
- M: 98.14 g/mol
- LUMO energy: 0.90 eV
- Net charge: 0
- Structure (SMILES): C=C1CC12CC2.O

Each line ends with the natural charge from an NBO analysis.
CARTESIAN COORDINATES (ANGSTROEM)
C (0.24962, -0.12171, 2.01131)  -0.46
C (0.30449, 0.62950, 0.93835)  0.05
C (1.18313, 1.44780, 0.04995)  -0.44
C (-0.13164, 0.90464, -0.37229)  -0.14
C (-0.63219, -0.02907, -1.43007)  -0.40
C (-1.40261, 1.24323, -1.02819)  -0.39
H (-0.55292, -0.87593, 2.06828)  0.22
H (1.19594, -0.12036, 2.49451)  0.22
H (2.02856, 0.98920, -0.35624)  0.21
H (1.49291, 2.54585, 0.13647)  0.22
H (-1.09103, -0.92664, -0.99347)  0.22
H (-0.17128, -0.25336, -2.37002)  0.22
H (-1.36049, 2.11521, -1.63452)  0.23
H (-2.16711, 1.04960, -0.27602)  0.23
O (0.10789, -2.99476, 0.41981)  -0.97
H (0.59871, -3.51595, -0.20156)  0.48
H (0.34801, -2.08724, 0.54369)  0.49

(4)
Entry from OMol25: C6H10O in the gas phase (ωB97M-V with the def2-TZVPD basis set).

Output
- M: 98.14 g/mol
- LUMO energy: 0.61 eV
- Net charge: 0

Each line ends with the natural charge from an NBO analysis.
CARTESIAN COORDINATES (ANGSTROEM)
C (-2.08738, -0.20177, 0.08875)  -0.61
C (-1.18064, 0.82321, -0.58274)  -0.39
C (0.06983, 1.23437, 0.27409)  -0.54
C (0.96187, 0.62373, -0.71788)  0.17
C (1.21410, -0.82836, -0.40065)  -0.67
C (2.46297, -0.86962, 0.46050)  0.46
O (2.85247, 0.05689, 1.12930)  -0.51
H (-2.49986, 0.18307, 1.02698)  0.21
H (-1.54906, -1.12700, 0.32356)  0.20
H (-2.91929, -0.46721, -0.57181)  0.22
H (-1.72462, 1.73010, -0.85708)  0.23
H (0.16179, 2.32036, 0.35287)  0.22
H (0.01635, 0.78353, 1.27596)  0.20
H (-0.83049, 0.42706, -1.55753)  0.24
H (1.38773, -1.44355, -1.29160)  0.23
H (0.44845, -1.34162, 0.21276)  0.22
H (2.99853, -1.84158, 0.45895)  0.12

(5)
Entry from OMol25: a molecular structure, C6H10O at a distorted geometry (ωB97M-V with the def2-TZVPD basis set).

Output
- M: 98.14 g/mol
- LUMO energy: 0.00 eV
- Net charge: 0

Each line ends with the natural charge from an NBO analysis.
CARTESIAN COORDINATES (ANGSTROEM)
C (-0.82881, -1.99577, 0.54175)  -0.61
C (-0.38654, -0.69249, 1.15604)  -0.08
O (1.00319, -0.35248, 0.99269)  -0.55
C (0.57806, 1.01215, 0.71158)  -0.07
C (0.97708, 1.48348, -0.66891)  -0.42
C (0.09962, 0.63912, -1.58132)  -0.57
C (-0.89353, 0.63816, 0.66873)  0.09
H (-0.63472, -1.99516, -0.51630)  0.21
H (-0.30062, -2.82714, 0.98136)  0.22
H (-1.89043, -2.15659, 0.69694)  0.23
H (-0.63993, -0.71507, 2.22388)  0.23
H (0.84171, 1.69637, 1.53105)  0.21
H (2.04824, 1.38961, -0.85780)  0.22
H (0.70058, 2.53554, -0.77203)  0.22
H (-0.11808, 1.08011, -2.53946)  0.22
H (0.44728, -0.39368, -1.67703)  0.22
H (-0.97249, 0.67532, -1.03232)  0.23

(6)
Entry from OMol25: C6H10O in the gas phase (ωB97M-V with the def2-TZVPD basis set).

Output
- M: 98.14 g/mol
- LUMO energy: -0.29 eV
- Net charge: 0

Each line ends with the natural charge from an NBO analysis.
CARTESIAN COORDINATES (ANGSTROEM)
C (-1.69394, 0.44305, 0.88119)  -0.41
C (-2.11440, -0.26581, -0.36913)  -0.42
C (-0.93995, -0.76990, 0.42788)  -0.25
C (0.44491, -0.57913, -0.13569)  -0.04
C (0.49088, 0.61735, -1.11011)  -0.15
C (2.37434, 0.46787, 0.20302)  -0.19
O (1.35327, -0.19325, 0.89381)  -0.51
H (-1.17551, 1.38805, 0.75719)  0.24
H (-2.32482, 0.37170, 1.76161)  0.22
H (-3.02279, -0.85972, -0.36465)  0.22
H (-1.90889, 0.23165, -1.31524)  0.22
H (-1.07622, -1.69091, 0.98909)  0.22
H (0.80695, -1.52976, -0.57133)  0.15
H (0.91029, 0.26445, -2.07151)  0.12
H (1.87924, 1.22563, -0.50979)  0.20
H (3.04149, -0.21255, -0.35195)  0.17
H (2.95516, 1.09129, 0.88562)  0.21

(7)
Entry from OMol25: a molecular structure, C6H10O (ωB97M-V with the def2-TZVPD basis set).

Output
- M: 98.14 g/mol
- LUMO energy: 0.92 eV
- Net charge: 0

Each line ends with the natural charge from an NBO analysis.
CARTESIAN COORDINATES (ANGSTROEM)
C (1.90059, 0.29560, -1.36085)  -0.71
C (0.60689, -0.40645, -1.08387)  -0.05
C (0.46627, -0.55992, 1.04891)  -0.51
C (-0.85267, 0.05612, 0.65677)  0.20
C (-2.15626, -0.38902, 1.15522)  -0.10
O (-1.57631, 0.84803, 1.57809)  -0.48
C (-0.55201, 0.54100, -0.75230)  -0.51
H (2.09548, 1.26096, -0.85281)  0.18
H (2.78206, -0.34960, -1.27293)  0.22
H (1.78612, 0.51731, -2.43382)  0.25
H (0.69939, -1.18296, -0.00558)  0.26
H (0.47086, -1.39799, 1.75292)  0.23
H (1.23205, 0.18244, 1.27977)  0.23
H (-3.03754, -0.29773, 0.51694)  0.18
H (-2.21643, -1.15893, 1.92786)  0.18
H (-0.26769, 1.60744, -0.69234)  0.20
H (-1.38079, 0.43373, -1.46196)  0.23

(8)
Entry from OMol25: 2 unconnected molecules or ions with the total composition C6H10O at a distorted geometry (ωB97M-V with the def2-TZVPD basis set).

Output
- M: 98.14 g/mol
- LUMO energy: 0.90 eV
- Net charge: 0

Each line ends with the natural charge from an NBO analysis.
CARTESIAN COORDINATES (ANGSTROEM)
C (-2.01461, -1.07039, 0.35809)  -0.62
C (0.06972, -0.80312, -0.18976)  -0.20
C (0.24831, 0.05233, -1.46738)  -0.48
C (1.13868, 1.17419, -0.98552)  -0.17
C (1.41430, 1.08642, 0.31340)  -0.22
C (0.71094, -0.06859, 0.98232)  0.01
O (-0.21337, 0.38179, 1.95392)  -0.70
H (-2.51087, -0.12251, 0.13896)  0.19
H (-1.31251, -1.56792, -0.31786)  0.24
H (-2.08314, -1.31806, 1.41888)  0.21
H (0.56841, -1.78082, -0.35719)  0.22
H (-0.70215, 0.43162, -1.86259)  0.22
H (0.72167, -0.48949, -2.30316)  0.22
H (1.50003, 1.95974, -1.64488)  0.21
H (2.00437, 1.78908, 0.89136)  0.22
H (1.39239, -0.72456, 1.53320)  0.19
H (-0.79953, 0.99416, 1.48623)  0.46

(9)
Entry from OMol25: C6H10O in the gas phase at a distorted geometry (ωB97M-V with the def2-TZVPD basis set).

Output
- M: 98.14 g/mol
- LUMO energy: 1.12 eV
- Net charge: 0
- Structure (SMILES): C1C[C@H](C2CC2)O1

Each line ends with the natural charge from an NBO analysis.
CARTESIAN COORDINATES (ANGSTROEM)
C (1.95641, 0.75895, -0.16941)  -0.07
C (1.34215, -0.40221, -0.90345)  -0.45
C (0.53477, -0.75133, 0.35345)  0.12
C (-0.97905, -0.61777, 0.24978)  -0.26
C (-1.87749, -0.11892, 1.34271)  -0.42
C (-1.66585, 0.70191, 0.09753)  -0.43
O (1.34296, 0.23065, 1.09164)  -0.53
H (2.99254, 0.79611, -0.71204)  0.17
H (1.69006, 1.81534, -0.15215)  0.18
H (2.14342, -1.14362, -0.98605)  0.21
H (0.99952, -0.11893, -1.89268)  0.22
H (0.73905, -1.74634, 0.78097)  0.18
H (-1.38824, -1.43796, -0.34948)  0.22
H (-1.40572, 0.22383, 2.25741)  0.22
H (-2.84636, -0.59677, 1.48341)  0.21
H (-2.47899, 0.78836, -0.61892)  0.21
H (-1.04066, 1.58458, 0.18665)  0.22

(10)
Entry from OMol25: C6H10O in the gas phase at a distorted geometry (ωB97M-V with the def2-TZVPD basis set).

Output
- M: 98.14 g/mol
- LUMO energy: 0.87 eV
- Net charge: 0
- Structure (SMILES): CC/C=C/C=C/O

Each line ends with the natural charge from an NBO analysis.
CARTESIAN COORDINATES (ANGSTROEM)
C (-2.32822, 1.73054, -0.51708)  -0.60
C (-1.14598, 1.56391, 0.42525)  -0.43
C (0.09046, 0.91145, -0.18286)  -0.17
C (0.35073, -0.39231, -0.10298)  -0.22
C (1.68324, -0.99782, -0.03259)  -0.30
C (1.82967, -2.31941, 0.09337)  0.14
O (3.01635, -2.94998, 0.35630)  -0.68
H (-2.01153, 2.18576, -1.45298)  0.21
H (-2.84721, 0.80735, -0.76262)  0.20
H (-3.11050, 2.29266, 0.00447)  0.21
H (-0.83044, 2.56269, 0.73858)  0.20
H (-1.32546, 1.04135, 1.36378)  0.21
H (0.75778, 1.63652, -0.63918)  0.19
H (-0.44220, -1.07204, 0.21410)  0.19
H (2.51745, -0.38611, -0.36952)  0.22
H (0.97772, -2.96244, -0.11762)  0.16
H (2.81814, -3.65214, 0.98159)  0.48

(11)
Entry from OMol25: C6H10O in the gas phase (ωB97M-V with the def2-TZVPD basis set).

Output
- M: 98.14 g/mol
- LUMO energy: 1.01 eV
- Net charge: 0
- Structure (SMILES): CC/C=C\CC=O

Each line ends with the natural charge from an NBO analysis.
CARTESIAN COORDINATES (ANGSTROEM)
C (2.42611, 0.03868, -0.32451)  -0.60
C (1.14697, 0.53421, 0.35848)  -0.45
C (0.31352, -0.68434, 0.63425)  -0.14
C (-0.82717, -1.02862, 0.03641)  -0.21
C (-1.67322, -0.07630, -0.78030)  -0.55
C (-2.39534, 0.69860, 0.30078)  0.45
O (-2.04116, 1.77784, 0.70935)  -0.53
H (2.16646, -0.48985, -1.24855)  0.21
H (2.94433, -0.67698, 0.32458)  0.20
H (3.12135, 0.84724, -0.56661)  0.21
H (0.61668, 1.25384, -0.27298)  0.21
H (1.38965, 1.06430, 1.28833)  0.22
H (0.76828, -1.40204, 1.31768)  0.20
H (-1.26362, -2.00152, 0.25191)  0.21
H (-2.37835, -0.61536, -1.42171)  0.23
H (-1.08322, 0.61250, -1.39127)  0.23
H (-3.23125, 0.14778, 0.78415)  0.11

(12)
Entry from OMol25: C6H10O in the gas phase (ωB97M-V with the def2-TZVPD basis set).

Output
- M: 98.14 g/mol
- LUMO energy: 1.08 eV
- Net charge: 0
- Structure (SMILES): C=CCOC(=C)C

Each line ends with the natural charge from an NBO analysis.
CARTESIAN COORDINATES (ANGSTROEM)
C (-1.35150, 1.82110, -1.21847)  -0.38
C (-0.33579, 0.98574, -1.37838)  -0.21
C (-0.53851, -0.52760, -1.31858)  -0.12
O (-0.53392, -1.15796, -0.02437)  -0.50
C (0.42644, -0.67347, 0.81022)  0.35
C (1.49551, -0.01696, 0.35432)  -0.57
C (0.28685, -1.09534, 2.23681)  -0.66
H (-2.34529, 1.45203, -0.98894)  0.19
H (-1.20087, 2.89062, -1.33761)  0.20
H (0.65744, 1.38620, -1.56550)  0.21
H (0.21978, -1.01877, -1.94024)  0.18
H (-1.52116, -0.76882, -1.72957)  0.20
H (1.81670, -0.21718, -0.65505)  0.20
H (2.09507, 0.60583, 1.00476)  0.21
H (0.11054, -2.17885, 2.26924)  0.23
H (-0.52414, -0.58222, 2.74860)  0.22
H (1.24287, -0.90435, 2.73278)  0.22